No. 1
{"formula": "C32H25ClCuN5O4PSSe2", "method": "wB97M-V/def2-TZVPD", "species": ["Cu", "Cl", "C", "C", "C", "C", "C", "C", "P", "C", "C", "C", "C", "C", "C", "C", "C", "C", "C", "C", "C", "H", "H", "H", "H", "H", "H", "H", "H", "H", "H", "H", "H", "H", "H", "S", "C", "N", "N", "C", "C", "C", "C", "C", "C", "N", "N", "C", "C", "C", "C", "C", "C", "H", "H", "H", "H", "H", "H", "H", "H", "H", "H", "H", "O", "Se", "O", "O", "O", "Se", "C", "N"], "coordinates": [[0.40009, 0.14572, -0.49939], [1.42848, -2.65047, 1.76349], [1.30975, -3.68414, 0.38060], [2.19717, -4.74193, 0.26999], [2.12182, -5.58658, -0.82568], [1.16006, -5.37127, -1.79956], [0.28016, -4.30780, -1.67848], [0.33440, -3.44901, -0.58556], [-0.73538, -1.97737, -0.45668], [-1.92402, -2.16894, -1.83056], [-1.50065, -1.79101, -3.10684], [-2.37458, -1.89256, -4.17927], [-3.67282, -2.34594, -3.98965], [-4.10018, -2.70590, -2.71922], [-3.22843, -2.61924, -1.64259], [-1.75505, -2.32381, 1.01580], [-2.31788, -1.24537, 1.69261], [-3.08297, -1.45928, 2.83052], [-3.29733, -2.74903, 3.29259], [-2.74414, -3.82923, 2.61699], [-1.97275, -3.61754, 1.48481], [2.94981, -4.87812, 1.03436], [2.82931, -6.40094, -0.92348], [1.11037, -6.00917, -2.67267], [-0.43772, -4.12146, -2.46461], [-0.47431, -1.46135, -3.25926], [-2.03525, -1.60189, -5.16567], [-4.35516, -2.40952, -4.82962], [-5.11553, -3.05030, -2.56137], [-3.57088, -2.89325, -0.65304], [-2.13437, -0.23827, 1.33995], [-3.48066, -0.61003, 3.37020], [-3.87848, -2.91316, 4.19228], [-2.89957, -4.83773, 2.98197], [-1.52465, -4.45854, 0.96829], [-1.58324, 1.13542, -1.12857], [-1.10189, 2.74416, -0.70653], [-1.96486, 3.65595, -0.44264], [-1.45154, 4.93116, -0.12908], [-0.84597, 5.16355, 1.12057], [-0.61080, 6.49467, 1.48098], [-0.00030, 6.80225, 2.68386], [0.39070, 5.79155, 3.55415], [0.15063, 4.47086, 3.20193], [-0.46312, 4.15172, 1.99836], [0.28392, 3.11785, -0.67276], [1.09851, 2.19826, -0.57990], [2.46261, 2.64715, -0.48673], [2.80235, 3.98225, -0.69674], [4.12239, 4.37136, -0.57236], [5.09906, 3.43749, -0.23856], [4.74813, 2.11455, -0.02941], [3.42525, 1.71037, -0.15180], [-2.20699, 5.58355, -0.27280], [-0.89649, 7.28414, 0.79329], [0.17867, 7.84109, 2.93872], [0.87571, 6.02963, 4.49246], [0.42501, 3.65944, 3.86577], [-0.64529, 3.11142, 1.76745], [2.02920, 4.69305, -0.95092], [4.39354, 5.40719, -0.73852], [6.13446, 3.74592, -0.15014], [5.50228, 1.37692, 0.21165], [3.13802, 0.67396, -0.02330], [1.99624, 0.65038, -2.98634], [2.45728, -0.82863, -2.47508], [1.57718, -2.00674, -3.19147], [2.02886, -0.86467, -0.82228], [4.05515, -1.09240, -2.54321], [-0.14008, 0.71448, 4.65177], [0.19426, 0.60230, 2.87738], [0.39972, 0.51745, 1.73693]], "forces_ev_per_angstrom": [[-0.1, -0.1, 0.0], [0.0, 0.0, 0.0], [0.0, 0.0, 0.0], [0.0, 0.0, 0.0], [0.0, 0.0, 0.0], [0.0, 0.0, 0.0], [0.0, 0.0, 0.0], [0.0, 0.0, 0.0], [0.0, 0.0, 0.0], [0.0, 0.0, 0.0], [0.0, 0.0, 0.0], [0.0, 0.0, 0.0], [0.0, 0.0, 0.0], [0.0, 0.0, 0.0], [0.0, 0.0, 0.0], [0.0, 0.0, 0.0], [0.0, 0.0, 0.0], [0.0, 0.0, 0.0], [0.0, 0.0, 0.0], [0.0, 0.0, 0.0], [0.0, 0.0, 0.0], [0.0, 0.0, 0.0], [0.0, 0.0, 0.0], [0.0, 0.0, 0.0], [0.0, 0.0, 0.0], [0.0, 0.0, 0.0], [0.0, 0.0, 0.0], [0.0, 0.0, 0.0], [0.0, 0.0, 0.0], [0.0, 0.0, 0.0], [0.0, 0.0, 0.0], [0.0, 0.0, 0.0], [0.0, 0.0, 0.0], [0.0, 0.0, 0.0], [0.0, 0.0, 0.0], [0.0, 0.0, 0.0], [0.0, 0.0, 0.0], [0.0, 0.0, 0.0], [0.0, 0.0, 0.0], [0.0, 0.0, 0.0], [0.0, 0.0, 0.0], [0.0, 0.0, 0.0], [0.0, 0.0, 0.0], [0.0, 0.0, 0.0], [0.0, 0.0, 0.0], [0.0, 0.0, 0.0], [0.0, 0.1, 0.0], [0.0, 0.0, 0.0], [0.0, 0.0, 0.0], [0.0, 0.0, 0.0], [0.0, 0.0, 0.0], [0.0, 0.0, 0.0], [0.0, 0.0, 0.0], [0.0, 0.0, 0.0], [0.0, 0.0, 0.0], [0.0, 0.0, 0.0], [0.0, 0.0, 0.0], [0.0, 0.0, 0.0], [0.0, 0.0, 0.0], [0.0, 0.0, 0.0], [0.0, 0.0, 0.0], [0.0, 0.0, 0.0], [0.0, 0.0, 0.0], [0.0, 0.0, 0.0], [0.0, 0.0, 0.0], [0.0, 0.0, 0.0], [0.0, 0.0, 0.0], [0.0, 0.0, 0.0], [0.0, 0.0, 0.0], [0.0, 0.0, 0.0], [0.0, 0.0, 0.0], [0.0, 0.0, 0.0]], "multiplicity": 2, "e_above_lowest_kj_mol": 0.0, "charge": -2, "lumo_ha": [0.1561, 0.1537], "orbital_gap_ev": [6.9473, 6.9108]}

---

No. 2
{"formula": "C31H46BMgN5O8P2S", "method": "wB97M-V/def2-TZVPD", "species": ["Mg", "C", "C", "C", "C", "P", "C", "N", "B", "N", "C", "P", "C", "C", "C", "C", "C", "C", "C", "C", "C", "C", "C", "C", "C", "C", "C", "C", "C", "C", "H", "H", "H", "H", "H", "H", "H", "H", "H", "H", "H", "H", "H", "H", "H", "H", "H", "H", "H", "H", "H", "H", "H", "H", "H", "H", "H", "H", "H", "H", "H", "H", "H", "H", "H", "H", "H", "H", "H", "H", "H", "H", "H", "H", "O", "C", "O", "C", "C", "C", "C", "C", "C", "O", "N", "O", "O", "N", "O", "O", "H", "H", "O", "S", "N"], "coordinates": [[-0.78517, -0.56648, -1.31707], [-0.14727, 1.40006, 5.64305], [1.04106, 1.53611, 4.68761], [0.91982, 2.90272, 3.99804], [2.34189, 1.52636, 5.49637], [0.87596, 0.25326, 3.30220], [2.63880, 0.29106, 2.70843], [2.92170, -0.28974, 1.39588], [1.52262, 0.00167, -0.92136], [3.37038, -1.14660, -1.93111], [2.64121, -0.81643, -3.16458], [1.10121, 0.19172, -2.86568], [1.47104, 1.98342, -3.32749], [2.71255, 2.51068, -2.60297], [1.71373, 2.16098, -4.82414], [0.25581, 2.81493, -2.90264], [0.26341, -0.63426, -4.99752], [-1.05157, 0.09285, -5.17292], [-0.06486, -2.04476, -4.56239], [1.03087, -0.70153, -6.30884], [4.39027, -0.26494, -1.41668], [5.66799, -0.52555, -1.71382], [6.76148, -0.30229, -0.72541], [6.61312, 0.24687, 1.34265], [5.36680, 0.53182, 1.98087], [4.37879, -0.17732, 1.05800], [0.73233, -1.45566, 4.08062], [1.60158, -1.76360, 5.29822], [1.12403, -2.41773, 2.95657], [-0.74064, -1.71352, 4.41968], [-0.17590, 2.26768, 6.31208], [-0.07691, 0.50626, 6.26358], [-1.09277, 1.36470, 5.09602], [0.92602, 3.69050, 4.76085], [-0.00464, 2.97684, 3.42354], [1.74104, 3.09013, 3.30753], [2.32077, 2.35746, 6.21201], [3.21800, 1.66553, 4.86264], [2.47425, 0.60660, 6.06342], [3.26343, -0.25007, 3.42277], [2.96122, 1.33823, 2.75545], [2.40968, -1.73120, -3.70727], [3.31548, -0.23030, -3.79065], [3.59240, 1.89100, -2.78934], [2.57055, 2.58301, -1.52692], [2.93907, 3.51983, -2.96780], [2.53695, 1.53463, -5.17514], [1.98309, 3.20641, -5.01655], [0.83569, 1.91892, -5.41448], [0.05824, 2.71556, -1.83320], [-0.64114, 2.50839, -3.44404], [0.44063, 3.87566, -3.11114], [-1.54435, 0.24393, -4.19838], [-1.76585, -0.47795, -5.79775], [-0.94528, 1.07739, -5.64006], [-0.50577, -2.06911, -3.55080], [0.80659, -2.70610, -4.54451], [-0.81164, -2.51748, -5.22565], [1.25844, 0.28580, -6.72001], [0.46349, -1.24214, -7.09608], [1.98174, -1.23386, -6.19325], [5.85953, -1.31568, -2.43202], [7.73752, -0.63797, -1.07995], [7.53526, 0.25195, 1.91807], [5.36934, 0.17296, 3.01234], [2.65547, -1.55478, 5.10612], [1.52051, -2.83083, 5.53326], [1.29187, -1.20660, 6.18410], [2.18810, -2.35988, 2.73469], [0.58317, -2.20506, 2.03211], [0.89344, -3.44648, 3.25053], [-1.10284, -1.08552, 5.23512], [-0.86475, -2.76003, 4.71891], [-1.37205, -1.53665, 3.54689], [1.24929, 2.60880, 0.83007], [1.40620, 1.50046, 0.41882], [0.39617, 0.69933, -0.09965], [2.56535, 0.53238, 0.16603], [4.03520, 0.62759, -0.23634], [5.08407, -1.48318, 0.67296], [4.63051, -2.65610, 0.24021], [3.21564, -2.78095, -0.12551], [2.62351, -1.88756, -0.97614], [1.32727, -1.54398, -0.91833], [2.43468, -3.78000, 0.53566], [3.00720, -4.45369, 1.39104], [1.27465, -3.98205, 0.19771], [6.51183, -1.16129, 0.57269], [7.39090, -2.13815, 0.79804], [6.80483, 0.89096, 0.00627], [4.52838, 1.59268, -0.26556], [5.34513, -3.45602, 0.07856], [-2.70985, 0.53731, -1.23933], [-3.34053, -0.75310, -0.80329], [-2.37888, -1.86268, -0.67622]], "forces_ev_per_angstrom": [[0.1, 0.2, 0.0], [0.0, 0.0, 0.0], [0.0, 0.0, 0.0], [0.0, 0.0, 0.0], [0.0, 0.0, 0.0], [0.0, 0.0, 0.0], [0.0, 0.0, 0.0], [0.0, 0.0, 0.0], [-0.1, -0.2, 0.1], [0.0, 0.0, -0.1], [0.0, 0.0, 0.0], [0.0, 0.0, 0.0], [0.0, 0.0, 0.0], [0.0, 0.0, 0.0], [0.0, 0.0, 0.0], [0.0, 0.0, 0.0], [0.0, 0.0, -0.1], [0.0, 0.0, 0.0], [0.0, 0.0, 0.0], [0.0, 0.0, 0.0], [0.0, 0.0, 0.0], [0.0, 0.0, 0.0], [0.0, 0.0, 0.0], [0.0, 0.0, 0.0], [0.0, 0.0, 0.0], [0.0, 0.0, 0.0], [0.0, 0.0, 0.0], [0.0, 0.0, 0.0], [0.0, 0.0, 0.0], [0.0, 0.0, 0.0], [0.0, 0.0, 0.0], [0.0, 0.0, 0.0], [0.0, 0.0, 0.0], [0.0, 0.0, 0.0], [0.0, 0.0, 0.0], [0.0, 0.0, 0.0], [0.0, 0.0, 0.0], [0.0, 0.0, 0.0], [0.0, 0.0, 0.0], [0.0, 0.0, 0.0], [0.0, 0.0, 0.0], [0.0, 0.0, 0.0], [0.0, 0.0, 0.0], [0.0, 0.0, 0.0], [0.0, 0.0, 0.0], [0.0, 0.0, 0.0], [0.0, 0.0, 0.0], [0.0, 0.0, 0.0], [0.0, 0.0, 0.0], [0.0, 0.0, 0.0], [0.0, 0.0, 0.0], [0.0, 0.0, 0.0], [0.0, 0.0, 0.0], [0.0, 0.0, 0.0], [0.0, 0.0, 0.0], [0.0, 0.0, 0.0], [0.0, 0.0, 0.0], [0.0, 0.0, 0.0], [0.0, 0.0, 0.0], [0.0, 0.0, 0.0], [0.0, 0.0, 0.0], [0.0, 0.0, 0.0], [0.0, 0.0, 0.0], [0.0, 0.0, 0.0], [0.0, 0.0, 0.0], [0.0, 0.0, 0.0], [0.0, 0.0, 0.0], [0.0, 0.0, 0.0], [0.0, 0.0, 0.0], [0.0, 0.0, 0.0], [0.0, 0.0, 0.0], [0.0, 0.0, 0.0], [0.0, 0.0, 0.0], [0.0, 0.0, 0.0], [0.0, 0.0, 0.0], [0.0, 0.0, 0.0], [-0.1, 0.0, 0.0], [0.0, 0.0, 0.0], [0.0, 0.0, 0.0], [0.0, 0.0, 0.0], [0.0, 0.0, 0.0], [0.0, 0.0, 0.0], [0.1, 0.0, 0.0], [0.0, 0.0, 0.0], [0.0, 0.0, 0.1], [0.0, 0.0, 0.0], [0.0, 0.0, 0.0], [0.0, 0.0, 0.0], [0.0, 0.0, 0.0], [0.0, 0.0, 0.0], [0.0, 0.0, 0.0], [0.0, 0.0, 0.0], [0.0, 0.0, 0.0], [0.0, 0.0, 0.0], [0.0, 0.0, 0.0]], "multiplicity": 1, "e_above_lowest_kj_mol": 993.4, "charge": -2, "lumo_ha": 0.1465, "orbital_gap_ev": 4.8678}

---

No. 3
{"formula": "C3H6Si", "method": "wB97M-V/def2-TZVPD", "species": ["C", "C", "C", "Si", "H", "H", "H", "H", "H", "H"], "coordinates": [[-1.13192, 0.23004, 0.20554], [0.22217, 0.37038, 0.61741], [-2.41294, -0.00291, -0.49395], [1.87967, -0.19930, -0.12374], [0.26663, 0.89542, 1.60019], [-3.26175, -0.67180, -0.23262], [-2.68181, 1.02755, -0.80201], [1.92903, -1.09998, -1.36178], [2.13570, -1.20548, 0.91564], [3.05522, 0.65608, -0.32468]], "forces_ev_per_angstrom": [[0.0, -1.7, -1.8], [-5.0, 0.5, -1.3], [4.7, 2.8, 3.7], [-0.6, -1.8, -0.3], [0.2, -0.5, -0.7], [1.3, 0.1, -0.1], [-0.3, -0.8, -0.5], [-0.6, 0.8, 0.5], [0.6, 0.0, 0.3], [-0.2, 0.6, 0.3]], "multiplicity": 1, "smiles": "C=C=C[SiH3]", "e_above_lowest_kj_mol": 186.4, "lumo_ha": 0.0246, "orbital_gap_ev": 10.2496}

---

No. 4
{"formula": "C4H21LiNO6", "method": "wB97M-V/def2-TZVPD", "species": ["Li", "O", "H", "H", "O", "H", "H", "O", "H", "H", "O", "H", "H", "O", "H", "H", "C", "C", "C", "O", "C", "N", "H", "H", "H", "H", "H", "H", "H", "H", "H", "H", "H"], "coordinates": [[5.57429, -28.58556, -7.33984], [6.66604, -30.76791, -4.82932], [6.55432, -31.71801, -4.79661], [6.80484, -30.51107, -3.91772], [8.76818, -27.39137, -7.97565], [9.01246, -27.18595, -8.87807], [9.50271, -27.07435, -7.45010], [4.64680, -26.14111, -5.03874], [5.33995, -26.03132, -4.38780], [3.92242, -25.60867, -4.71008], [5.16486, -26.89124, -10.76117], [5.74962, -26.82812, -11.51635], [4.73417, -26.03745, -10.71911], [4.90077, -32.12514, -11.36775], [5.22074, -31.35860, -10.89206], [4.03291, -32.29103, -10.99958], [-0.13147, -31.54267, -7.20913], [1.33540, -31.92706, -7.29104], [1.41017, -33.32883, -8.04393], [1.05022, -33.23012, -9.44461], [1.17134, -34.51036, -10.11926], [2.04026, -30.90861, -8.08050], [-0.68902, -32.18275, -6.52537], [-0.73580, -31.55195, -8.11622], [-0.36017, -30.52601, -6.88944], [1.69649, -31.97594, -6.26375], [0.73689, -34.02128, -7.53865], [2.40878, -33.76542, -8.02840], [0.53172, -35.24330, -9.62756], [2.17828, -34.91796, -10.02954], [0.90534, -34.51438, -11.17630], [1.60211, -30.03596, -7.82240], [1.61171, -31.01490, -8.98888]], "forces_ev_per_angstrom": [[0.1, 0.1, 0.1], [-0.1, 0.4, -0.4], [0.0, -0.3, -0.1], [0.1, 0.1, 0.3], [-0.5, -0.2, 0.1], [0.1, 0.0, -0.3], [0.2, 0.1, 0.2], [0.2, -0.4, -0.4], [0.2, 0.1, 0.2], [-0.3, 0.1, 0.0], [0.0, -0.3, 0.4], [0.2, 0.0, -0.3], [-0.2, 0.2, 0.0], [0.2, -0.1, -0.1], [0.1, 0.2, 0.0], [-0.3, -0.1, 0.1], [-1.6, 0.1, 0.4], [-1.2, -0.8, -1.7], [0.3, 0.5, -0.2], [0.1, -0.2, 0.1], [0.0, 0.0, 1.1], [0.2, 0.1, 0.0], [0.1, -0.1, 0.2], [0.6, -0.6, -0.6], [0.7, 0.2, 0.5], [0.4, -0.3, -0.2], [-0.1, -0.1, 0.1], [0.3, 0.1, 0.3], [-0.3, 0.0, 0.1], [0.3, 0.2, 0.0], [-0.1, 0.8, 0.2], [0.2, 0.5, 0.4], [0.4, -0.3, -0.7]], "multiplicity": 1, "charge": 1, "lumo_ha": -0.1537, "orbital_gap_ev": 7.8736}

---

no.,M (g/mol)
1,863.54
2,745.87
3,70.17
4,186.15